Entry 1:
ORCA calculation (ωB97M-V/def2-TZVPD) on C23H30GeNaO3S3 as an isolated structure in a non-equilibrium geometry.

Element x y z (Å)
Na: 1.16 -2.27 -2.35
O: 1.13 -1.35 -0.54
C: 0.50 -2.23 0.41
C: -0.37 -3.31 -0.39
O: -1.00 -4.11 0.31
O: -0.31 -3.22 -1.64
C: -0.39 -1.37 1.30
C: -1.75 -1.23 1.06
C: -2.53 -0.37 1.82
C: -1.95 0.37 2.85
C: -0.59 0.25 3.09
C: 0.18 -0.61 2.33
C: 1.54 -2.99 1.21
C: 1.16 -3.70 2.35
C: 2.10 -4.43 3.06
C: 3.43 -4.47 2.64
C: 3.80 -3.78 1.50
C: 2.86 -3.05 0.79
H: 1.75 -0.79 -0.05
H: -2.20 -1.81 0.26
H: -3.59 -0.28 1.62
H: -2.56 1.02 3.46
H: -0.13 0.83 3.88
H: 1.24 -0.70 2.54
H: 0.13 -3.69 2.67
H: 1.80 -4.97 3.95
H: 4.16 -5.03 3.20
H: 4.83 -3.80 1.16
H: 3.18 -2.52 -0.11
S: 3.77 -1.88 -3.16
C: 3.20 -0.36 -2.77
S: 1.71 0.12 -3.70
S: 3.90 0.71 -1.71
C: -2.89 2.94 -3.42
C: -3.53 1.73 -2.75
C: -2.60 0.95 -1.83
C: -1.38 0.33 -2.52
Ge: 0.30 1.38 -2.47
C: 0.70 1.96 -0.61
C: 0.22 3.39 -0.37
C: 0.62 3.92 1.01
C: -0.10 3.19 2.15
H: -3.63 3.50 -4.01
H: -2.09 2.64 -4.10
H: -2.47 3.62 -2.67
H: -3.91 1.06 -3.52
H: -4.39 2.07 -2.17
H: -3.19 0.14 -1.38
H: -2.28 1.60 -1.00
H: -1.60 0.07 -3.56
H: -1.12 -0.61 -2.03
H: 0.19 2.67 -3.32
H: 1.77 1.89 -0.43
H: 0.19 1.26 0.06
H: -0.87 3.45 -0.48
H: 0.65 4.04 -1.14
H: 0.38 4.98 1.06
H: 1.70 3.81 1.13
H: -1.18 3.23 2.00
H: 0.13 3.65 3.11
H: 0.20 2.14 2.20

Highest occupied orbital energy   -4.706 eV
Net charge   -1
HOMO-LUMO gap   7.003 eV
Energy above the lowest of the compared OMol25 structures with the same formula, charge and spin   17.1 kcal/mol



Entry 2:
ORCA calculation (ωB97M-V/def2-TZVPD) on C18H43F6NO6S2Si2V as an isolated structure in a non-equilibrium geometry.

Element x y z (Å)
O: -0.55 -1.64 -0.90
O: -2.68 -0.37 -5.56
C: 0.36 -2.22 -1.96
C: 1.01 -3.49 -1.47
H: 1.09 -1.43 -2.18
H: -0.28 -2.37 -2.84
H: 1.29 -3.41 -0.41
H: 1.93 -3.67 -2.04
H: 0.35 -4.35 -1.61
C: -1.66 -2.65 -0.60
C: -2.47 -2.90 -1.84
H: -2.26 -2.19 0.19
H: -1.16 -3.54 -0.20
H: -2.66 -1.96 -2.38
H: -3.44 -3.34 -1.57
H: -1.96 -3.60 -2.50
C: -3.75 0.58 -5.72
C: -2.60 -1.42 -6.53
C: -4.90 0.31 -4.76
H: -4.13 0.57 -6.76
H: -3.30 1.56 -5.50
H: -5.37 -0.65 -4.97
H: -5.66 1.09 -4.89
H: -4.56 0.33 -3.72
C: -3.84 -2.28 -6.62
H: -1.74 -2.03 -6.21
H: -2.38 -0.98 -7.52
H: -4.17 -2.64 -5.64
H: -3.62 -3.15 -7.24
H: -4.67 -1.74 -7.10
H: -0.99 0.79 -4.74
V: 0.15 -0.16 0.14
C: -0.42 1.73 -4.64
Si: 0.59 2.14 -6.18
H: -1.15 2.53 -4.44
H: 0.23 1.66 -3.75
C: 1.44 0.56 -6.75
C: 1.88 3.46 -5.79
C: -0.50 2.80 -7.57
C: 2.21 -0.20 -0.40
Si: 3.56 0.89 0.30
H: 1.83 0.24 -1.38
H: 2.53 -1.24 -0.61
C: 4.04 2.13 -1.03
C: 5.06 -0.12 0.82
C: 2.96 1.86 1.78
H: 0.10 3.02 -8.46
H: -1.00 3.73 -7.27
H: -1.27 2.07 -7.86
H: 2.24 0.27 -6.06
H: 1.88 0.68 -7.75
H: 0.72 -0.27 -6.80
H: 2.40 3.24 -4.85
H: 1.40 4.45 -5.69
H: 2.63 3.53 -6.59
H: 5.32 -0.87 0.07
H: 4.89 -0.64 1.77
H: 5.94 0.53 0.95
H: 2.40 1.23 2.47
H: 2.31 2.68 1.45
H: 3.82 2.30 2.32
H: 4.92 2.72 -0.72
H: 3.21 2.82 -1.22
H: 4.28 1.62 -1.97
F: -4.87 -0.69 2.56
C: -3.63 -0.29 2.91
F: -3.73 0.69 3.83
F: -2.98 -1.34 3.46
S: -2.64 0.29 1.39
O: -1.38 -0.47 1.57
O: -3.39 0.03 0.18
N: -2.46 1.86 1.64
S: -1.02 2.54 1.58
O: -0.10 1.83 0.65
O: -1.12 3.96 1.39
C: -0.34 2.27 3.32
F: -1.24 2.60 4.26
F: 0.02 0.97 3.49
F: 0.78 3.03 3.50

2S+1   3
Highest occupied orbital energy (alpha / beta)   -11.850 / -11.850 eV
Expectation value of S²   2.178
Net charge   +1
HOMO-LUMO gap (alpha / beta)   6.467 / 7.571 eV
Energy above the lowest of the compared OMol25 structures with the same formula, charge and spin   0.0 kcal/mol



Entry 3:
ORCA calculation (ωB97M-V/def2-TZVPD) on C19H14Cl2N3Se2Te2Tl as an isolated structure.

Element x y z (Å)
Tl: -0.51 -0.57 -0.27
C: -2.25 0.62 4.20
C: -1.99 0.05 2.94
N: -1.50 0.74 1.94
C: -1.23 2.07 2.09
C: -1.47 2.73 3.32
C: -1.98 1.95 4.38
C: -1.23 4.12 3.45
C: -0.80 4.81 2.36
C: -0.54 4.19 1.13
C: -0.71 2.80 0.94
N: -0.54 2.12 -0.21
C: 0.10 2.58 -1.30
C: 1.15 3.51 -1.34
C: 1.75 3.91 -2.55
C: 1.34 3.42 -3.76
C: 0.34 2.42 -3.78
C: -0.09 1.80 -4.98
C: -1.01 0.79 -4.94
C: -1.50 0.37 -3.68
N: -1.13 0.94 -2.56
C: -0.25 1.97 -2.58
H: -2.64 0.00 5.00
H: -2.19 -0.99 2.74
H: -2.17 2.42 5.34
H: -1.42 4.61 4.40
H: -0.64 5.88 2.44
H: -0.23 4.79 0.29
H: 1.53 3.89 -0.41
H: 2.56 4.63 -2.51
H: 1.79 3.76 -4.68
H: 0.33 2.13 -5.92
H: -1.35 0.29 -5.84
H: -2.18 -0.47 -3.59
Cl: 2.83 -0.11 -1.33
C: 3.12 -0.50 0.38
Cl: 2.25 0.61 1.46
H: 4.18 -0.37 0.57
H: 2.79 -1.51 0.58
Se: -2.93 -2.52 -0.96
Te: -0.99 -4.12 -0.80
Te: -0.14 -3.52 1.75
Se: 2.31 -3.98 1.57

Highest occupied orbital energy   -0.465 eV
Net charge   -2
HOMO-LUMO gap   4.921 eV
Energy above the lowest of the compared OMol25 structures with the same formula, charge and spin   0.0 kcal/mol



Entry 4:
ORCA calculation (ωB97M-V/def2-TZVPD) on a 2-piece molecular cluster, C19H15I2NO8S overall in a non-equilibrium geometry.

Element x y z (Å)
C: 3.54 -4.48 1.71
C: 3.65 -3.30 0.57
I: 5.04 -1.78 1.42
C: 2.25 -2.49 0.28
I: 2.45 -1.65 -1.78
C: 0.88 -3.38 0.39
O: 0.86 -4.79 -0.04
S: 0.20 -5.78 1.22
O: 1.26 -6.92 1.37
O: -1.30 -6.21 1.06
O: 0.12 -4.61 2.48
C: -0.03 -3.31 1.75
O: 0.18 -2.16 2.67
N: 0.06 -2.55 3.96
O: 0.82 -1.82 4.60
H: 2.72 -4.32 2.52
H: 4.59 -4.55 2.27
H: 3.44 -5.50 1.12
H: 4.15 -3.74 -0.40
H: 2.19 -1.58 1.02
H: 0.21 -2.87 -0.45
H: -1.19 -3.17 1.50
O: -3.70 2.08 -2.02
C: -2.69 2.67 -1.66
C: -2.35 3.99 -2.22
C: -3.21 4.58 -3.16
C: -2.92 5.85 -3.66
C: -1.78 6.53 -3.23
C: -0.92 5.94 -2.31
C: -1.20 4.66 -1.81
C: -0.27 4.03 -0.85
O: 0.76 4.60 -0.53
C: -0.62 2.72 -0.27
C: 0.24 2.13 0.67
C: -0.10 0.90 1.24
C: -1.28 0.26 0.88
C: -2.13 0.84 -0.07
C: -1.79 2.07 -0.65
H: -4.10 4.06 -3.50
H: -3.59 6.31 -4.39
H: -1.56 7.53 -3.62
H: -0.03 6.47 -1.98
H: 1.16 2.63 0.96
H: 0.57 0.45 1.98
H: -1.55 -0.69 1.34
H: -3.05 0.33 -0.35

Highest occupied orbital energy   -9.723 eV
HOMO-LUMO gap   8.496 eV



Entry 5:
ORCA calculation (ωB97M-V/def2-TZVPD) on C17H12MnNO5 as an isolated structure in a non-equilibrium geometry.

Element x y z (Å)
Mn: 0.68 0.93 -1.03
O: 2.99 0.88 -3.64
C: 2.14 0.42 -2.91
O: 2.22 0.38 -1.62
C: 0.89 -0.28 -3.55
C: 0.50 -1.53 -2.74
C: -0.38 -2.45 -3.60
C: -1.71 -1.68 -3.60
C: -1.35 -0.46 -2.75
O: -0.43 -0.99 -1.79
C: -0.46 0.50 -3.56
C: -0.49 1.94 -2.93
O: -0.52 2.89 -3.67
O: -0.56 2.00 -1.64
H: 1.20 -0.51 -4.57
H: 1.32 -2.02 -2.22
H: -0.48 -3.42 -3.11
H: 0.03 -2.60 -4.59
H: -2.50 -2.26 -3.11
H: -2.04 -1.40 -4.60
H: -2.19 0.01 -2.23
H: -0.81 0.64 -4.58
N: -0.26 0.61 8.79
C: -0.15 0.60 7.65
C: -0.01 0.60 6.24
C: 1.27 0.65 5.67
C: 1.41 0.67 4.30
C: 0.27 0.67 3.47
C: -1.00 0.59 4.06
C: -1.14 0.55 5.42
C: 0.43 0.78 2.08
C: 0.59 0.88 0.86
H: 2.14 0.66 6.31
H: 2.39 0.70 3.84
H: -1.87 0.55 3.41
H: -2.12 0.50 5.88

2S+1   5
Highest occupied orbital energy (alpha / beta)   -9.153 / -9.405 eV
Expectation value of S²   6.063
HOMO-LUMO gap (alpha / beta)   6.854 / 8.126 eV
Energy above the lowest of the compared OMol25 structures with the same formula, charge and spin   12.8 kcal/mol



Entry 6:
ORCA calculation (ωB97M-V/def2-TZVPD) on a 7-piece molecular cluster, C13H17B2Br4N2O19 overall in a non-equilibrium geometry.

Element x y z (Å)
N: -0.16 0.85 -0.51
H: 0.43 1.37 0.11
H: -0.14 -0.14 -0.28
H: 0.20 0.97 -1.45
H: -1.10 1.21 -0.43
N: 1.27 -2.85 1.88
H: 1.54 -3.76 1.53
H: 0.75 -2.94 2.74
H: 0.72 -2.38 1.17
H: 2.09 -2.28 2.02
O: 3.82 -2.43 0.79
C: 4.13 -1.51 0.05
O: 4.13 -0.15 0.28
B: 4.18 0.57 -1.01
O: 4.61 -0.49 -1.94
C: 4.55 -1.67 -1.33
O: 4.57 -2.69 -1.95
O: 5.22 1.60 -0.98
C: 4.75 2.77 -1.19
O: 5.30 3.82 -1.14
C: 3.18 2.62 -1.16
O: 2.89 1.30 -1.07
O: 2.33 3.53 -1.28
O: -3.40 -5.54 -1.05
C: -3.92 -4.38 -1.20
O: -3.62 -3.42 -2.11
B: -4.36 -2.21 -1.81
O: -5.40 -2.66 -0.86
C: -5.16 -3.85 -0.45
O: -5.78 -4.39 0.45
O: -3.42 -1.27 -1.22
C: -3.50 -0.12 -1.68
O: -2.98 0.87 -1.23
C: -4.65 -0.20 -2.83
O: -4.90 -1.48 -2.94
O: -5.00 0.68 -3.58
O: 0.94 -1.13 -2.81
C: 0.84 -2.12 -1.92
O: 0.51 -1.77 -0.76
O: 0.82 -3.33 -2.30
H: 0.86 -1.77 -3.53
Br: 1.44 1.11 2.32
C: 3.01 2.34 2.64
C: 2.48 3.67 3.19
Br: 3.91 4.97 3.22
H: 3.58 2.55 1.73
H: 3.68 1.88 3.36
H: 2.16 3.55 4.23
H: 1.58 4.08 2.72
Br: -2.07 3.42 0.65
C: -3.79 2.84 1.54
C: -3.82 1.40 1.89
Br: -2.05 0.57 2.43
H: -4.61 2.91 0.82
H: -4.02 3.50 2.38
H: -4.22 0.80 1.08
H: -4.43 1.19 2.77

2S+1   2
Highest occupied orbital energy (alpha / beta)   -9.879 / -9.879 eV
Expectation value of S²   0.758
HOMO-LUMO gap (alpha / beta)   8.403 / 3.675 eV



Entry 7:
ORCA calculation (ωB97M-V/def2-TZVPD) on a 2-piece molecular cluster, H4N2 overall in a non-equilibrium geometry.

Element x y z (Å)
N: -1.13 -0.08 0.13
N: 1.01 -0.07 -0.08
H: -1.18 0.86 -0.35
H: -1.20 -0.80 -0.60
H: 1.10 0.92 0.30
H: 1.40 -0.85 0.61

Highest occupied orbital energy (alpha / beta)   -10.102 / -9.879 eV
HOMO-LUMO gap (alpha / beta)   10.008 / 9.728 eV
Energy above the lowest of the compared OMol25 structures with the same formula, charge and spin   61.7 kcal/mol



Entry 8:
ORCA calculation (ωB97M-V/def2-TZVPD) on a 2-piece molecular cluster, CH5O2P overall in a non-equilibrium geometry.

Element x y z (Å)
C: -0.73 0.00 0.66
O: 2.85 -0.39 -0.01
O: 1.43 -0.24 0.22
P: 0.67 1.15 0.04
H: -0.60 -1.02 0.13
H: -1.76 0.51 0.55
H: -0.67 -0.02 1.79
H: 2.83 -0.33 -1.02
H: 0.53 1.09 -2.45

Highest occupied orbital energy (alpha / beta)   -9.199 / -8.244 eV
HOMO-LUMO gap (alpha / beta)   8.675 / 7.676 eV
Energy above the lowest of the compared OMol25 structures with the same formula, charge and spin   149.2 kcal/mol